1.
The following is a DFT calculation (wB97M-V/def2-TZVPD) of a 2-piece molecular cluster, C7H12O3 overall.

```
22
Properties=species:S:1:pos:R:3:nbo_charge:R:1
C 3.680 4.193 -8.318 -0.212
C 4.031 3.499 -7.391 -0.032
C 4.477 2.638 -6.293 -0.134
O 3.753 2.936 -5.126 -0.518
C 4.156 2.159 -4.021 -0.053
C 3.262 2.484 -2.840 -0.446
C 3.798 1.891 -1.537 -0.428
C 2.762 1.602 -0.473 0.356
O 3.198 1.059 0.598 -0.567
H 3.438 4.742 -9.211 0.239
H 5.560 2.788 -6.130 0.195
H 4.335 1.579 -6.580 0.193
H 5.216 2.371 -3.781 0.172
H 4.088 1.083 -4.268 0.158
H 2.255 2.079 -3.013 0.195
H 3.181 3.577 -2.736 0.219
H 4.135 0.875 -1.823 0.260
H 3.697 2.898 -0.738 0.265
H 1.813 1.205 -0.883 0.167
O 5.748 1.451 -0.315 -1.000
H 4.921 1.131 0.495 0.509
H 6.109 0.679 -0.759 0.460
```

Properties
**Multiplicity**: 1
**LUMO**: -0.37 eV
**ΔE to the lowest compared entry with this formula, charge and spin**: 741.7 kJ/mol



2.
The following is a DFT calculation (wB97M-V/def2-TZVPD) of a 9-piece molecular cluster, C25H76O33P8 overall.

```
142
Properties=species:S:1:pos:R:3:mulliken_charge:R:1
C 3.226 1.358 -2.883 -0.110
O 3.811 2.462 -2.164 -0.436
P 2.901 3.625 -1.654 0.190
O 1.899 3.275 -0.656 0.288
O 3.924 4.715 -1.185 -0.377
C 4.903 5.281 -2.070 -0.744
O 2.299 4.177 -3.033 -0.111
C 1.435 5.327 -2.969 -0.810
H 2.143 1.344 -2.746 -0.235
H 3.568 0.426 -2.439 0.221
H 3.476 1.450 -3.934 0.314
H 4.681 6.332 -2.236 0.258
H 4.941 4.719 -3.001 0.329
H 5.869 5.195 -1.578 0.270
H 0.504 5.072 -3.470 0.191
H 1.925 6.160 -3.468 0.294
H 1.214 5.608 -1.939 0.358
C 0.458 -4.025 4.404 -0.656
O 0.602 -4.588 3.089 -0.406
P 0.497 -3.659 1.816 0.647
O 1.499 -2.601 1.741 -0.668
O -0.990 -3.162 1.773 0.882
C -2.083 -4.079 1.926 -1.012
O 0.556 -4.707 0.647 -0.326
C 1.746 -5.464 0.392 -0.792
H 0.411 -2.939 4.371 0.239
H 1.312 -4.306 5.019 0.355
H -0.448 -4.424 4.850 0.234
H -1.814 -5.085 1.617 0.373
H -2.922 -3.692 1.352 0.277
H -2.401 -4.071 2.971 0.228
H 2.600 -5.018 0.900 0.428
H 1.883 -5.420 -0.688 0.102
H 1.612 -6.508 0.669 0.274
C 0.953 -3.027 -5.371 -0.264
O 1.592 -4.198 -4.884 -0.272
P 2.769 -4.103 -3.837 0.258
O 4.004 -3.484 -4.312 -0.767
O 2.878 -5.605 -3.365 -0.313
C 3.342 -6.587 -4.294 -0.813
O 2.068 -3.413 -2.614 0.721
C 2.835 -2.754 -1.604 -0.068
H -0.022 -2.905 -4.900 -0.250
H 0.778 -3.138 -6.444 0.399
H 1.551 -2.125 -5.239 0.425
H 2.519 -7.255 -4.545 0.271
H 4.138 -7.168 -3.831 0.278
H 3.741 -6.130 -5.200 0.352
H 2.626 -3.205 -0.639 0.015
H 2.513 -1.714 -1.519 -0.508
H 3.907 -2.705 -1.791 0.470
C 0.762 2.608 -5.913 -0.828
O 0.837 1.658 -4.851 -0.050
P -0.418 0.870 -4.352 -0.515
O -0.198 0.047 -3.162 1.059
O -1.547 1.958 -4.210 -0.349
C -1.409 2.953 -3.190 -0.582
O -0.855 0.089 -5.636 -0.419
C -1.881 -0.910 -5.615 -0.464
H 1.187 3.548 -5.565 0.095
H -0.260 2.762 -6.258 0.399
H 1.353 2.246 -6.753 0.295
H -2.185 2.820 -2.442 0.277
H -1.515 3.936 -3.662 0.504
H -0.407 2.957 -2.749 -0.130
H -2.818 -0.464 -5.956 0.354
H -2.141 -1.292 -4.625 -0.063
H -1.609 -1.726 -6.276 0.291
C -4.370 -1.660 7.098 -0.750
O -4.234 -1.319 5.722 -0.342
P -2.803 -0.949 5.162 0.862
O -1.850 -2.050 5.029 -0.497
O -3.233 -0.226 3.836 -0.337
C -2.391 -0.258 2.682 0.211
O -2.250 0.168 6.135 -0.243
C -3.006 1.339 6.449 -0.703
H -3.502 -1.357 7.686 0.339
H -4.453 -2.743 7.218 0.267
H -5.277 -1.195 7.475 0.246
H -2.982 -0.488 1.798 0.251
H -1.614 -1.018 2.769 -0.052
H -1.908 0.710 2.552 -0.140
H -3.401 1.259 7.462 0.329
H -3.827 1.492 5.747 0.341
H -2.359 2.209 6.368 0.170
C -1.969 3.037 0.850 -0.147
O -2.865 3.920 1.522 -0.389
P -2.457 4.416 2.955 0.730
O -2.277 3.402 3.991 -0.127
O -1.141 5.279 2.764 -0.169
C -1.043 6.289 1.772 -0.772
O -3.622 5.460 3.178 -0.411
C -3.495 6.432 4.213 -0.749
H -1.439 3.599 0.079 0.036
H -2.463 2.145 0.480 0.357
H -1.171 2.670 1.507 -0.135
H -0.178 6.069 1.143 0.128
H -0.880 7.253 2.253 0.285
H -1.920 6.336 1.125 0.419
H -4.406 6.428 4.805 0.274
H -3.301 7.411 3.776 0.268
H -2.665 6.210 4.889 0.305
C -2.735 -4.829 -5.367 -0.869
O -2.396 -4.579 -3.999 -0.040
P -3.461 -3.830 -3.087 0.518
O -4.190 -2.738 -3.723 -0.821
O -4.424 -4.958 -2.551 -0.408
C -3.971 -6.272 -2.256 -0.616
O -2.641 -3.428 -1.824 0.296
C -1.356 -2.805 -1.904 0.966
H -3.032 -5.874 -5.481 0.285
H -1.839 -4.660 -5.962 0.187
H -3.557 -4.211 -5.723 0.428
H -2.884 -6.344 -2.238 0.234
H -4.319 -6.953 -3.039 0.270
H -4.398 -6.609 -1.316 0.285
H -0.827 -2.948 -0.966 -0.490
H -1.451 -1.722 -1.969 0.114
H -0.765 -3.144 -2.751 -0.318
C 3.168 2.316 1.880 -0.337
O 3.892 2.059 3.086 -0.411
P 3.526 2.907 4.370 0.981
O 3.219 4.313 4.131 -0.682
O 4.768 2.584 5.269 -0.345
C 5.293 3.567 6.151 -0.711
O 2.389 2.090 5.112 -0.421
C 1.045 2.198 4.630 -0.184
H 2.288 2.948 1.949 0.258
H 2.904 1.352 1.444 0.263
H 3.851 2.744 1.144 0.191
H 6.345 3.370 6.330 0.228
H 4.745 3.550 7.095 0.282
H 5.189 4.564 5.719 0.321
H 0.897 3.124 4.076 0.208
H 0.369 2.168 5.479 0.149
H 0.810 1.330 4.007 0.198
C 0.191 0.170 0.292 1.509
O -1.045 0.235 -0.422 -0.270
H 0.971 -0.166 -0.395 -0.880
H 0.481 1.128 0.730 -0.223
H 0.138 -0.541 1.116 0.020
H -0.769 0.302 -1.346 0.103
```

Properties
**Multiplicity**: 1
**LUMO**: 0.33 eV
**ΔE to the lowest compared entry with this formula, charge and spin**: 0.0 kJ/mol



3.
The following is a DFT calculation (wB97M-V/def2-TZVPD) of C16H22BrCuF3IN4O5 as an isolated structure.

```
53
Properties=species:S:1:pos:R:3:lowdin_spin:R:1
Cu -1.039 -0.955 1.366 0.714
N 0.963 -1.253 2.566 -0.003
C 0.462 -1.866 3.797 0.000
C -0.550 -2.962 3.421 0.007
O -0.522 -4.076 3.940 0.008
N -1.421 -2.539 2.515 0.090
C -2.169 -3.493 1.739 0.007
C -1.725 -3.373 0.269 0.005
O -1.938 -4.251 -0.542 0.006
O -1.130 -2.265 -0.013 0.078
H 1.561 -1.899 2.062 0.000
H 1.478 -0.402 2.760 0.000
H -0.056 -1.094 4.369 0.000
H 1.252 -2.317 4.415 0.000
H -3.244 -3.275 1.783 0.000
H -1.994 -4.514 2.098 0.002
Br 3.242 0.713 -0.867 0.000
C 3.635 -0.468 -2.308 0.000
C 4.789 -0.256 -3.043 0.000
C 5.093 -1.106 -4.091 0.000
C 4.243 -2.157 -4.398 0.000
C 3.096 -2.357 -3.655 0.000
C 2.769 -1.517 -2.595 0.000
I 1.000 -1.875 -1.470 0.000
H 5.437 0.570 -2.794 0.000
H 5.993 -0.946 -4.664 0.000
H 4.473 -2.823 -5.217 0.000
H 2.427 -3.173 -3.884 0.000
C 0.303 3.480 -1.271 0.000
C -0.929 2.574 -1.272 0.001
C -1.242 2.117 -2.701 0.000
C -2.125 3.331 -0.673 0.000
N -0.544 1.395 -0.491 0.000
N -1.562 0.439 -0.249 0.045
H 0.154 4.332 -1.927 0.000
H 1.169 2.919 -1.609 0.000
H 0.501 3.844 -0.266 0.000
H -1.309 2.976 -3.364 0.000
H -2.187 1.580 -2.747 0.000
H -0.448 1.464 -3.054 0.000
H -2.289 4.263 -1.208 0.000
H -1.937 3.563 0.375 0.000
H -3.042 2.748 -0.730 0.000
H -0.167 1.682 0.410 0.000
H -1.718 -0.120 -1.084 0.000
H -2.445 0.839 0.098 0.000
F -2.056 1.459 5.074 0.000
C -2.371 2.126 3.951 0.003
F -1.495 3.152 3.858 0.000
F -3.573 2.685 4.165 0.001
C -2.312 1.215 2.658 0.003
O -3.239 1.323 1.873 0.000
O -1.263 0.547 2.625 0.032
```

Properties
**Multiplicity**: 2
**LUMO (spin up / spin down)**: 2.27 / 2.27 eV
**⟨S²⟩**: 0.75
**Charge**: -1



4.
The following is a DFT calculation (wB97M-V/def2-TZVPD) of C10H16Cl4O5Pd as an isolated structure.

```
36
Properties=species:S:1:pos:R:3:lowdin_spin:R:1
C 1.096 1.339 0.481 0.205
C 0.038 1.239 1.414 0.100
C -1.138 0.918 0.755 0.319
C 0.137 1.599 2.860 0.005
C -0.818 0.716 -0.670 0.077
C 0.564 1.150 -0.819 0.309
C 1.182 1.546 -2.083 0.066
C 2.494 1.668 0.797 0.031
C -2.490 0.983 1.340 0.051
C -1.819 0.838 -1.767 -0.001
Pd -0.364 -1.474 -1.099 1.213
Cl 1.148 -1.690 3.664 0.005
Cl 1.795 -1.925 -0.470 0.695
Cl -2.384 -1.826 -0.218 0.252
H 1.111 1.308 3.257 0.001
H -0.618 1.066 3.445 0.001
H -0.010 2.685 3.017 0.003
H -2.430 0.629 2.372 0.008
H -3.157 0.347 0.769 0.004
H -2.891 1.999 1.363 0.019
H -2.707 0.251 -1.502 0.001
H -1.393 0.406 -2.671 0.002
H -2.117 1.894 -1.944 -0.001
H 0.530 1.303 -2.928 0.001
H 2.110 0.989 -2.222 0.026
H 1.398 2.642 -2.090 0.017
H 2.789 1.145 1.725 0.005
H 2.607 2.747 0.981 0.012
H 3.171 1.375 -0.017 0.004
O 2.329 -0.902 -1.780 0.440
H 2.658 -1.580 -2.424 0.029
O 0.608 -5.552 -0.804 0.000
Cl -0.568 -4.714 -0.719 0.008
O -0.987 -4.236 -2.051 0.008
O -1.680 -5.391 -0.084 0.005
O -0.195 -3.493 0.122 0.081
```

Properties
**Multiplicity**: 5
**LUMO (spin up / spin down)**: 4.99 / 3.74 eV
**ΔE to the lowest compared entry with this formula, charge and spin**: 180.4 kJ/mol
**⟨S²⟩**: 6.03
**Charge**: -2